Record 1
This record from the OMol25 dataset describes C3H4O11Y as an isolated structure at a distorted geometry. The level of theory is ωB97M-V with the def2-TZVPD basis set.

```
19
C3H4O11Y (ωB97M-V with the def2-TZVPD basis set)
Y 0.19526 -0.06879 -0.10553
C -0.07174 -1.42279 -2.37253
O -0.59774 -1.88479 -1.24453
O 0.61626 -0.31579 -2.24753
O -0.45174 -1.95779 -3.51453
C 2.27926 -1.13579 1.01647
O 1.05926 -1.76679 0.88447
O 3.07626 -1.39579 2.10447
O 2.33926 -0.13279 0.18547
C 0.59126 2.40921 0.59347
O 0.38026 1.38421 1.42947
O 0.45126 2.03521 -0.66553
O 1.35526 3.36721 0.94547
O -1.93774 0.77921 -0.73453
H -2.06574 1.69321 -0.48253
H -2.57174 0.73621 -1.47753
O -1.30674 -0.81879 1.58147
H -2.27574 -0.65679 1.55947
H -1.06474 -0.84779 2.54447
```

- Max |F|: 5.0 eV/A
- Calculated total energy: -982.76959 Eh
- Total charge: -3
- Orbital gap: 4.596 eV

How is the electron density shared among the atoms? According to Mulliken, the charges in e are:
1 Y 1.2468
2 C 0.7643
3 O -0.7007
4 O -0.6966
5 O -0.9032
6 C 0.8137
7 O -0.6598
8 O -0.8882
9 O -0.6275
10 C 0.7283
11 O -0.6647
12 O -0.7095
13 O -0.8123
14 O -0.4293
15 H 0.2548
16 H 0.2284
17 O -0.4460
18 H 0.2363
19 H 0.2651

---

Record 2
This record from the OMol25 dataset describes a 13-piece molecular cluster, CH30N3O12 overall at a distorted geometry. The level of theory is ωB97M-V with the def2-TZVPD basis set.

```
46
CH30N3O12 (ωB97M-V with the def2-TZVPD basis set)
N -1.89054 -0.12116 0.85143
C -0.66230 -0.47047 0.48618
N 0.42630 -0.15074 1.27959
N -0.44899 -1.03080 -0.69664
H -2.21865 0.31109 1.69988
H -2.70898 -0.21559 0.22288
H 0.12834 0.43597 2.05395
H 1.01371 -0.95359 1.52505
H 0.45802 -1.16855 -1.07109
H -1.21794 -0.95317 -1.36618
H -3.28968 -3.02583 -2.23038
H -2.73922 -1.58251 -2.16449
O -2.94910 -2.35756 -1.62193
H 0.71808 2.79051 1.52071
H 1.46960 4.05242 1.36332
O 1.68340 3.10817 1.46855
H 3.25719 -2.51137 1.29066
H 2.36773 -3.28323 2.42281
O 2.38513 -2.70576 1.60853
H -3.50899 2.05317 -0.61867
H -3.92088 0.97745 -1.62762
O -3.23006 1.21750 -0.99790
H -1.15828 3.95486 0.88408
H -1.19973 2.51657 0.31362
O -0.86677 3.04352 1.06997
H 1.94654 2.24469 2.84112
H 2.18363 1.63133 4.31976
O 1.60838 1.65724 3.56841
H -1.35375 -4.49089 0.60346
H -1.12436 -3.28316 -0.29781
O -0.91012 -4.20496 -0.20505
H -0.89832 0.01743 -3.49386
H -1.89823 0.95454 -2.82035
O -1.81652 0.05146 -3.14285
H 1.33579 -1.76460 -2.60042
H 1.56804 -0.50728 -3.33681
O 0.82242 -1.07458 -3.03183
H 3.01448 2.18221 -0.78228
H 4.11736 2.34301 -1.95521
O 3.25536 1.92770 -1.68937
H 3.51453 0.01883 -2.10727
H 4.22716 -1.35250 -2.55737
O 3.39593 -0.92729 -2.33253
H -0.56091 0.99182 3.94449
H -1.60449 2.08143 3.94149
O -1.48273 1.16993 3.67956
```

- Energy relative to the best compared isomer or geometry (same formula, charge and spin): 0.0 kcal/mol
- Max |F|: 2.1 eV/A
- Calculated total energy: -1123.07410 Eh
- Total charge: +1
- Orbital gap: 10.253 eV

How is the electron density shared among the atoms? According to Mulliken, the charges in e are:
1 N -0.1178
2 C 0.4763
3 N -0.0757
4 N 0.1254
5 H 0.1978
6 H 0.2608
7 H 0.0371
8 H 0.2006
9 H 0.2293
10 H -0.2176
11 H 0.3101
12 H 0.2577
13 O -0.5802
14 H 0.5124
15 H 0.2875
16 O -0.6985
17 H 0.2938
18 H 0.3077
19 O -0.6173
20 H 0.2554
21 H 0.2918
22 O -0.5350
23 H 0.2875
24 H 0.2484
25 O -0.6089
26 H 0.3783
27 H 0.2627
28 O -0.6133
29 H 0.3063
30 H 0.3352
31 O -0.6546
32 H 0.3230
33 H 0.3135
34 O -0.6398
35 H 0.2582
36 H 0.3449
37 O -0.7139
38 H 0.3190
39 H 0.3279
40 O -0.7112
41 H 0.3942
42 H 0.2820
43 O -0.6080
44 H 0.2734
45 H 0.3160
46 O -0.6224

---

Record 3
This record from the OMol25 dataset describes C24H31CsFN2O3S as an isolated structure at a distorted geometry. The level of theory is ωB97M-V with the def2-TZVPD basis set.

```
63
C24H31CsFN2O3S (ωB97M-V with the def2-TZVPD basis set)
C 2.53791 4.24060 1.22602
C 1.74992 4.10574 -0.12438
C 1.18847 2.65384 -0.28318
O 2.23285 1.72963 -0.03132
C 1.82187 0.55289 0.65387
C 1.93643 -0.71125 -0.23140
C 3.05332 -1.66567 -0.05341
C 4.14187 -1.42716 1.02608
F 4.66761 -0.13133 0.92191
C 3.58380 -1.72901 2.44031
C 2.46964 -2.83405 2.39809
C 3.16614 -2.80454 -0.82332
O 4.17391 -3.72959 -0.65066
C 2.19146 -3.12377 -1.84951
N 2.14944 -4.19145 -2.66619
S 0.81093 -3.93508 -3.57495
N 0.23157 -2.51248 -3.01682
C 1.09948 -2.19064 -2.03660
C 0.99972 -1.01482 -1.20809
C -0.20767 -0.09966 -1.49092
O -0.91600 0.14217 -0.25023
C -2.19135 0.57857 -0.48189
C -2.37434 1.64939 -1.41324
C -3.65969 2.17825 -1.75719
C -3.71476 3.33294 -2.75378
C -4.83216 1.57183 -1.13547
C -4.60476 0.42724 -0.12407
C -3.26098 -0.06035 0.21158
C -3.14379 -1.19693 1.22730
C -3.32819 -2.60330 0.55921
C -1.87067 -1.14696 2.11199
H 2.28401 3.36884 1.85223
H 2.21222 5.13145 1.78747
H 3.61085 4.27726 0.98311
H 0.87861 4.79311 -0.13286
H 2.35776 4.36007 -1.00716
H 0.81118 2.58648 -1.32326
H 0.33189 2.57821 0.41287
H 0.81754 0.61092 1.10118
H 2.52513 0.41580 1.49394
H 4.96687 -2.10246 0.74155
H 3.09678 -0.84981 2.90447
H 4.37641 -2.02223 3.15348
H 2.74790 -3.68844 1.76164
H 1.50146 -2.39567 2.09695
H 2.33702 -3.21163 3.43089
H 5.00507 -3.40384 -1.02536
H 0.18515 0.80752 -1.97340
H -0.90717 -0.62741 -2.16450
H -1.51935 2.11219 -1.91061
H -2.89659 3.19592 -3.48289
H -4.67628 3.42903 -3.27673
H -3.46733 4.26860 -2.21353
H -5.88296 1.96685 -1.40204
H -5.48759 -0.09881 0.37850
H -4.01201 -1.09336 1.91327
H -4.26490 -2.60961 -0.02472
H -3.45871 -3.30894 1.40262
H -2.44756 -2.90615 -0.02807
H -1.70589 -0.12246 2.48678
H -2.01720 -1.81046 2.98304
H -0.97839 -1.52375 1.58101
Cs -6.42589 1.81776 0.68032
```

- Max |F|: 9.6 eV/A
- Calculated total energy: -1786.15476 Eh
- Total charge: +1
- Orbital gap: 7.456 eV

How is the electron density shared among the atoms? According to Mulliken, the charges in e are:
1 C -0.9485
2 C -0.6373
3 C -0.0648
4 O -0.3359
5 C -0.4299
6 C -0.3232
7 C 0.3563
8 C -0.3472
9 F -0.3552
10 C -0.4813
11 C -0.7289
12 C -0.2115
13 O -0.6069
14 C 0.7534
15 N -0.6845
16 S 0.1238
17 N -0.6667
18 C 1.2305
19 C -0.4005
20 C -1.2134
21 O 0.3551
22 C 0.1811
23 C -0.0597
24 C 0.5715
25 C -1.3443
26 C -1.0048
27 C -0.9909
28 C 0.5235
29 C 0.3915
30 C -1.2190
31 C -1.2162
32 H 0.2100
33 H 0.3440
34 H 0.2391
35 H 0.3262
36 H 0.3943
37 H 0.1070
38 H 0.1969
39 H 0.3032
40 H 0.3260
41 H 0.4122
42 H 0.2907
43 H 0.4445
44 H 0.2216
45 H 0.0000
46 H 0.4361
47 H 0.3383
48 H 0.2168
49 H 0.9203
50 H 0.3013
51 H 0.3452
52 H 0.3862
53 H 0.3178
54 H 0.2594
55 H 0.1569
56 H 0.5281
57 H 0.3351
58 H 0.3999
59 H 0.2480
60 H 0.3489
61 H 0.4780
62 H -0.0164
63 Cs 0.9683

---

Record 4
This record from the OMol25 dataset describes a single C6H7NOS molecule at a distorted geometry. The level of theory is ωB97M-V with the def2-TZVPD basis set.

```
16
C6H7NOS (ωB97M-V with the def2-TZVPD basis set)
C -0.85168 -1.24248 -0.72889
C -1.15353 -0.27657 -1.68568
C -0.03299 -0.88774 0.35363
C -0.75186 1.00660 -1.43176
C 0.11192 1.38312 -0.42511
C 1.31942 0.64668 1.58628
N 0.43987 0.33620 0.47475
O -0.89920 1.88310 -2.47452
S 0.70412 2.90992 -0.31555
H -1.06329 -2.38223 -0.73688
H -1.52616 -0.48072 -2.66688
H 0.26381 -1.61717 1.07147
H 1.88290 -0.16608 2.13200
H 2.03627 1.42508 1.19509
H 0.66926 1.08359 2.33119
H -1.77595 1.78356 -2.72494
```

- Energy relative to the best compared isomer or geometry (same formula, charge and spin): 7.1 kcal/mol
- Max |F|: 3.3 eV/A
- Calculated total energy: -760.96877 Eh
- Structure (SMILES): Cn1cccc(O)c1=S
- Orbital gap: 7.696 eV

How is the electron density shared among the atoms? According to Mulliken, the charges in e are:
1 C -0.6173
2 C -0.2477
3 C 0.0155
4 C 0.2334
5 C 0.1015
6 C -0.9764
7 N 0.0389
8 O -0.4703
9 S -0.3756
10 H 0.2389
11 H 0.4178
12 H 0.3390
13 H 0.3087
14 H 0.2849
15 H 0.3712
16 H 0.3375

---

Record 5
This record from the OMol25 dataset describes a 2-piece molecular cluster, C9H14 overall at a distorted geometry. The level of theory is ωB97M-V with the def2-TZVPD basis set.

```
23
C9H14 (ωB97M-V with the def2-TZVPD basis set)
C 1.04058 -1.31463 1.50204
C -0.66660 0.36490 2.12542
C -0.29155 -0.71414 1.33813
C -1.73720 1.21767 1.70401
C -2.76799 0.90854 0.79426
C -1.14978 -0.93761 0.26913
C -2.49240 -0.28993 0.11884
H -0.26205 0.37447 3.03394
H -1.88827 2.08651 2.30867
H 1.25508 -1.68277 2.51941
H 1.73060 -0.52180 1.16092
H -3.65081 1.52104 0.84386
H -0.86811 -1.48367 -0.62596
H -3.38617 -0.59781 -0.33396
H 1.26573 -2.06148 0.71399
C 2.31230 0.51162 -1.58422
C 1.33083 0.35708 -2.73613
H 2.98108 1.29644 -1.78763
H 1.62457 0.56041 -0.65577
H 2.62954 -0.52343 -1.25796
H 1.33446 -0.62747 -3.39515
H 1.33388 1.24888 -3.58561
H 0.32228 0.30718 -2.47020
```

- Energy relative to the best compared isomer or geometry (same formula, charge and spin): 72.4 kcal/mol
- Max |F|: 5.3 eV/A
- Calculated total energy: -351.21476 Eh
- Structure (SMILES): Cc1ccccc1.CC
- Orbital gap: 9.640 eV

How is the electron density shared among the atoms? According to Mulliken, the charges in e are:
1 C -1.2682
2 C -0.5787
3 C 0.7503
4 C -0.4107
5 C -0.4333
6 C -0.3240
7 C -0.7210
8 H 0.5295
9 H 0.3223
10 H 0.3761
11 H 0.2477
12 H 0.4004
13 H 0.3653
14 H 0.4149
15 H 0.3446
16 C -0.3976
17 C -0.8590
18 H 0.4335
19 H -0.1356
20 H 0.1813
21 H 0.2529
22 H 0.2305
23 H 0.2788

---

Record 6
This record from the OMol25 dataset describes C5H7N3 as an isolated structure at a distorted geometry. The level of theory is ωB97M-V with the def2-TZVPD basis set.

```
15
C5H7N3 (ωB97M-V with the def2-TZVPD basis set)
C 0.92133 0.52655 -3.17432
C 0.26878 0.03289 -1.91765
C -0.20873 0.34643 0.27777
C 0.65446 -0.82372 0.46769
C -0.79210 -0.09916 2.12427
H 1.27508 -0.54242 -3.82601
H 0.90639 1.75911 -3.29387
H 0.52276 -1.09243 -1.40243
H 1.73075 -0.58694 0.88393
H 0.35313 -1.45058 -0.26398
H 0.68535 -1.55301 2.70886
H -1.42468 -0.25547 3.11024
N -0.23356 0.89990 -0.90743
N 0.01149 -1.16077 1.91000
N -1.07952 0.80713 1.19982
```

- Energy relative to the best compared isomer or geometry (same formula, charge and spin): 163.7 kcal/mol
- Max |F|: 9.5 eV/A
- Calculated total energy: -358.75753 Eh
- Orbital gap: 8.026 eV

How is the electron density shared among the atoms? According to Mulliken, the charges in e are:
1 C -0.6157
2 C 0.0370
3 C 0.5594
4 C 0.1073
5 C -0.1104
6 H 0.2026
7 H 0.2691
8 H 0.0302
9 H 0.2482
10 H 0.1699
11 H 0.3156
12 H 0.2987
13 N -0.5996
14 N -0.3608
15 N -0.5514